Below is a molecular structure, C24H13F4N6O8Tl, with properties calculated with ωB97M-V with the def2-TZVPD basis set.

```
56
C24H13F4N6O8Tl, DFT ωB97M-V with the def2-TZVPD basis set
N 2.89315 0.84504 -0.46221
C 3.29120 3.33774 -1.46887
F -1.50747 0.02939 2.46743
N -6.98940 -0.57205 -2.14650
C -1.30349 -2.75661 2.10184
O 0.97257 0.28737 -3.30164
O 3.53052 0.10167 2.00449
H 2.26883 2.58743 -3.22428
C 3.83987 1.32914 1.70260
O 0.88907 -3.57204 0.13289
C 0.34770 2.18119 1.55887
N -0.27232 1.94300 0.26588
H -0.39092 2.60354 2.24262
N -1.23406 -5.32238 2.35610
C -6.12703 -0.21986 -1.47492
C -0.33051 0.72936 -0.27654
F -3.52504 -3.93228 0.81006
C 3.72484 3.03112 -0.17607
H -1.27793 2.78358 -1.36006
C -4.24363 -0.42533 0.10320
C -2.31445 -2.02652 1.57057
C -4.29955 -1.87522 0.14871
O 2.07331 -1.18638 -1.97874
N 0.92068 -1.69351 2.86815
C 2.46953 1.11433 -1.69481
O 3.00781 -3.72688 -0.59601
H -1.71322 3.47190 0.21955
C -0.08523 -2.14672 2.54701
O 0.18463 -0.29304 0.18477
C 2.63752 2.37267 -2.23154
C 1.76069 -0.04892 -2.42087
F -3.18471 1.47966 1.08511
N -4.96611 2.89529 -0.88993
C 2.69361 -4.92082 -1.35125
C 1.99390 -3.14124 0.00677
C -2.34369 -0.57908 1.63881
Tl 2.54823 -1.14002 0.53131
H 2.07878 -5.59469 -0.76039
H -0.90876 0.68724 -1.20913
H 3.65003 -5.37415 -1.58485
C -0.89418 3.08100 -0.38637
C -3.42375 -2.61430 0.84416
C -5.07954 0.32581 -0.66165
H 0.71444 1.24464 1.97022
O 4.35843 2.13451 2.44330
H 4.22283 3.74776 0.46440
H 3.95249 5.12856 -1.41161
H 2.17360 -4.62200 -2.25866
C 3.48695 1.75929 0.28999
F -5.24152 -2.48817 -0.55108
C -3.22396 0.15827 0.95449
O 3.47129 4.55378 -2.01813
C -1.30333 -4.18551 2.21196
H -0.15556 3.87075 -0.53285
C -4.98909 1.75452 -0.75857
H 1.17196 2.88817 1.46227
```

Values from the calculation:
energy relative to the best compared isomer or geometry (same formula, charge and spin)	0.0	kJ/mol
E_HOMO	-9.3617	eV
total energy	-65979.0581	eV
HOMO-LUMO gap	5.798	eV
LUMO level	-3.56	eV
largest force on an atom	0.008	hartree/bohr
multiplicity	1